## 1
{
  "formula": "C2H6N4",
  "method": "ωB97M-V/def2-TZVPD",
  "symbols": ["C", "N", "N", "C", "N", "N", "H", "H", "H", "H", "H", "H"],
  "positions_angstrom": [[-0.367, -0.089, 0.356], [-1.229, -1.165, 0.349], [-1.005, 1.147, 0.330], [1.648, -0.096, 0.205], [0.801, -0.202, 1.192], [0.961, -0.102, -0.959], [-2.062, -1.064, -0.212], [-0.757, -2.045, 0.201], [-1.667, 1.272, -0.423], [-0.334, 1.903, 0.350], [1.281, 0.504, -1.712], [2.731, -0.065, 0.322]],
  "e_homo_ev": -8.359,
  "multiplicity": 1
}



## 2
{
  "formula": "C2H6N4",
  "method": "ωB97M-V/def2-TZVPD",
  "symbols": ["C", "C", "N", "N", "N", "N", "H", "H", "H", "H", "H", "H"],
  "positions_angstrom": [[-1.334, -1.264, -0.799], [0.993, -0.682, -0.377], [1.326, 2.847, 0.990], [0.456, 2.162, 1.163], [-0.536, 1.638, 1.553], [-0.431, -0.625, -0.238], [-1.271, -2.203, -1.359], [-2.465, -0.928, -0.671], [1.414, 0.225, 0.222], [1.350, -1.643, -0.262], [1.309, -0.258, -1.449], [-0.810, 0.732, 1.225]],
  "e_homo_ev": -9.481,
  "multiplicity": 1
}



If we sort the structures by their calculated energies, the order from most to least stable is 1, 2.



## 1
{
  "formula": "CH5O2P",
  "method": "ωB97M-V/def2-TZVPD",
  "symbols": ["C", "O", "O", "P", "H", "H", "H", "H", "H"],
  "positions_angstrom": [[-1.245, -0.180, 0.465], [1.367, 1.524, 0.398], [1.364, -1.391, -0.186], [0.241, -0.522, -0.358], [-1.163, -0.508, 1.546], [-1.559, 0.791, 0.191], [0.871, 2.356, 0.613], [1.631, 0.799, 1.229], [0.331, -0.193, -1.710]],
  "e_homo_ev": -8.800,
  "multiplicity": 1
}



## 2
{
  "formula": "CH5O2P",
  "method": "ωB97M-V/def2-TZVPD",
  "symbols": ["C", "O", "O", "P", "H", "H", "H", "H", "H"],
  "positions_angstrom": [[0.287, -0.110, 0.239], [0.030, 0.386, 1.482], [-0.604, -1.100, 0.004], [0.471, 0.824, -1.330], [1.559, -0.482, 0.463], [-0.283, 1.244, 1.552], [-1.002, -1.347, 0.923], [-0.827, 1.006, -1.281], [0.369, -0.421, -2.052]],
  "e_homo_ev": -9.521,
  "multiplicity": 1
}



If we sort the structures by their calculated energies, the order from most to least stable is 2, 1.



## 1
{
  "formula": "C4H11NS",
  "method": "ωB97M-V/def2-TZVPD",
  "symbols": ["C", "C", "C", "S", "C", "N", "H", "H", "H", "H", "H", "H", "H", "H", "H", "H", "H"],
  "positions_angstrom": [[0.249, -0.100, -1.042], [-0.635, 1.090, -0.695], [-0.398, 1.723, 0.716], [-1.984, 1.531, 1.528], [0.396, -1.151, 0.068], [1.432, -2.099, -0.216], [1.238, 0.230, -1.340], [-0.068, -0.566, -1.975], [-1.623, 0.594, -0.678], [-0.628, 1.920, -1.401], [-0.039, 2.745, 0.608], [0.289, 1.203, 1.386], [-1.708, 0.284, 1.969], [-0.563, -1.628, 0.315], [0.727, -0.599, 0.919], [1.192, -2.965, -0.666], [2.124, -2.212, 0.502]],
  "e_homo_ev": [-12.560, -12.516],
  "multiplicity": 2,
  "s_squared": 0.753,
  "charge": 1
}



## 2
{
  "formula": "C4H11NS",
  "method": "ωB97M-V/def2-TZVPD",
  "symbols": ["C", "C", "S", "H", "H", "H", "H", "H", "C", "C", "N", "H", "H", "H", "H", "H", "H"],
  "positions_angstrom": [[-2.230, 0.175, 0.949], [-1.087, 1.142, 1.200], [-0.410, 1.883, -0.348], [-3.017, 0.604, 0.335], [-1.850, -0.727, 0.461], [-2.664, -0.171, 1.886], [-1.398, 1.986, 1.810], [-0.280, 0.679, 1.759], [1.737, -1.059, -1.229], [1.578, -1.666, -0.004], [2.222, 0.203, -1.399], [1.579, -1.582, -2.163], [1.178, -2.668, 0.020], [1.861, -1.114, 0.883], [1.863, 0.818, -0.648], [-0.951, 0.994, -1.205], [1.870, 0.502, -2.305]],
  "e_homo_ev": [-13.210, -13.140],
  "multiplicity": 2,
  "s_squared": 0.766,
  "charge": 1
}



If we sort the structures by their calculated energies, the order from most to least stable is 2, 1.



## 1
{
  "formula": "C6H15NO",
  "method": "ωB97M-V/def2-TZVPD",
  "symbols": ["C", "C", "C", "C", "C", "N", "C", "H", "H", "H", "H", "H", "H", "H", "H", "H", "H", "H", "H", "H", "H", "H", "O"],
  "positions_angstrom": [[-1.037, -3.016, -0.968], [-0.389, -1.708, -0.491], [-1.179, -0.457, -0.827], [-0.389, 0.811, -0.674], [0.375, 1.248, -1.694], [1.150, 2.391, -1.602], [-0.247, 1.290, 0.739], [-2.088, -2.913, -0.679], [-1.043, -3.053, -2.063], [-0.500, -3.899, -0.634], [0.631, -1.609, -0.886], [-0.148, -1.836, 0.573], [-1.540, -0.563, -1.862], [-2.071, -0.395, -0.195], [0.326, 0.922, -2.725], [1.328, 2.836, -0.717], [1.958, 2.491, -2.189], [0.705, 1.812, 0.894], [-0.211, 0.531, 1.527], [-1.058, 1.987, 0.974], [1.167, 1.385, 4.252], [2.161, 0.396, 4.706], [2.101, 1.349, 4.538]],
  "e_homo_ev": [1.066, -4.623],
  "multiplicity": 2,
  "s_squared": 0.750,
  "charge": -1
}



## 2
{
  "formula": "C6H15NO",
  "method": "ωB97M-V/def2-TZVPD",
  "symbols": ["C", "C", "C", "C", "C", "N", "C", "H", "H", "H", "H", "H", "H", "H", "H", "H", "H", "H", "H", "H", "H", "H", "O"],
  "positions_angstrom": [[1.429, 0.664, 1.772], [0.347, 1.666, 1.512], [-0.981, 1.134, 0.847], [-0.543, 0.628, -0.509], [-1.227, -0.420, -1.039], [-0.799, -1.236, -2.120], [0.371, -0.795, -2.923], [1.226, -0.482, 1.889], [2.061, 0.441, 0.913], [2.215, 1.119, 2.397], [0.653, 2.568, 0.967], [0.060, 2.098, 2.604], [-1.671, 2.031, 0.679], [-1.653, 0.381, 1.463], [0.319, 1.126, -1.031], [-2.119, -0.773, -0.542], [-1.583, -1.357, -2.673], [0.016, -0.351, -3.907], [1.085, -1.705, -3.005], [1.054, -0.083, -2.555], [0.353, -2.859, 1.859], [-0.493, -1.599, 1.360], [-0.120, -2.196, 2.042]],
  "e_homo_ev": [1.236, -4.538],
  "multiplicity": 2,
  "s_squared": 0.750,
  "charge": -1
}



If we sort the structures by their calculated energies, the order from most to least stable is 1, 2.



## 1
{
  "formula": "C3H12NO3",
  "method": "ωB97M-V/def2-TZVPD",
  "symbols": ["C", "O", "C", "C", "O", "N", "H", "H", "H", "H", "H", "H", "H", "H", "H", "H", "H", "H", "O"],
  "positions_angstrom": [[0.234, 1.277, -0.459], [-0.585, 2.364, -0.440], [-0.812, 0.121, -0.365], [-0.267, -1.297, -0.362], [-1.042, -2.008, 0.494], [-1.488, 0.418, 1.052], [1.096, 1.303, 0.338], [0.764, 1.144, -1.494], [0.023, 3.171, -0.899], [-1.554, 0.332, -1.198], [-0.081, -1.919, -1.269], [0.630, -1.231, 0.151], [-1.488, -2.690, 0.172], [-1.932, -0.516, 1.362], [-0.892, 0.752, 1.809], [-2.235, 1.064, 0.933], [3.429, -0.073, -0.173], [3.297, -1.477, 0.319], [2.902, -0.735, 0.029]],
  "e_homo_ev": -14.539,
  "multiplicity": 1,
  "charge": 1
}



## 2
{
  "formula": "C3H12NO3",
  "method": "ωB97M-V/def2-TZVPD",
  "symbols": ["O", "C", "C", "N", "C", "H", "H", "H", "H", "H", "H", "H", "H", "H", "H", "O", "H", "H", "O"],
  "positions_angstrom": [[0.349, 2.062, -1.443], [0.547, 2.359, -0.298], [0.172, 1.450, 0.846], [-0.467, 0.158, 0.380], [-0.821, -0.704, 1.580], [1.094, 3.259, -0.028], [1.048, 1.266, 1.473], [-0.432, 1.979, 1.593], [-1.216, 0.386, -0.268], [0.348, -0.347, -0.057], [-1.577, -0.126, 2.077], [0.032, -0.815, 2.244], [-1.354, -1.627, 1.329], [-0.766, -1.261, -2.218], [0.106, -0.155, -2.955], [-0.043, -0.630, -2.131], [1.009, -2.178, -1.487], [1.280, -2.814, -0.054], [0.692, -2.262, -0.582]],
  "e_homo_ev": -14.412,
  "multiplicity": 1,
  "charge": 1
}



If we sort the structures by their calculated energies, the order from most to least stable is 2, 1.



## 1
{
  "formula": "C8H13N3",
  "method": "ωB97M-V/def2-TZVPD",
  "symbols": ["C", "C", "C", "C", "C", "C", "C", "C", "N", "N", "N", "H", "H", "H", "H", "H", "H", "H", "H", "H", "H", "H", "H", "H"],
  "positions_angstrom": [[0.249, -1.924, 0.714], [1.042, -2.184, -0.309], [0.072, 2.199, -0.480], [0.243, -0.143, -0.799], [-0.828, 1.913, 0.631], [-0.435, -0.577, 0.453], [1.492, -1.149, -2.568], [-1.535, 0.320, 2.394], [0.587, 3.003, -1.167], [0.999, -1.108, -1.247], [-0.575, 0.553, 1.316], [0.126, -2.458, 1.692], [1.674, -3.036, -0.475], [-0.837, 2.742, 1.310], [-1.694, 1.932, -0.036], [-1.454, -0.897, 0.015], [1.996, -0.227, -3.084], [0.640, -1.253, -3.307], [2.188, -1.934, -2.871], [-1.543, 1.150, 3.112], [-2.584, 0.019, 1.919], [-1.289, -0.644, 3.018], [1.155, 3.177, -2.086], [0.311, 0.527, 1.854]],
  "e_homo_ev": [-17.286, -17.287],
  "multiplicity": 1,
  "charge": 2
}



## 2
{
  "formula": "C8H13N3",
  "method": "ωB97M-V/def2-TZVPD",
  "symbols": ["C", "C", "C", "C", "C", "C", "C", "C", "N", "N", "N", "H", "H", "H", "H", "H", "H", "H", "H", "H", "H", "H", "H", "H"],
  "positions_angstrom": [[1.719, -1.809, -0.580], [0.829, -1.459, -1.500], [-1.643, 0.111, -0.578], [0.246, 0.971, 0.731], [-2.318, 0.084, -1.674], [0.444, 1.906, 1.597], [2.177, -0.685, 0.184], [-1.836, -0.110, 1.741], [-1.091, 0.303, 0.579], [0.492, -0.051, -1.500], [1.127, 0.473, -0.326], [1.948, -2.833, -0.190], [0.216, -1.891, -2.226], [-2.151, -0.780, -2.270], [-3.058, 0.828, -1.922], [1.415, 2.247, 1.872], [-0.384, 2.370, 2.079], [2.272, -0.790, 1.268], [3.168, -0.362, -0.150], [-2.680, -0.573, 1.367], [-1.134, -0.520, 2.422], [-2.301, 0.779, 2.114], [0.837, 0.549, -2.358], [1.708, 1.244, -0.679]],
  "e_homo_ev": -17.388,
  "multiplicity": 1,
  "charge": 2,
  "smiles": "C=C=[N+](C)C(=C)[N@H+]1CC=CN1"
}



If we sort the structures by their calculated energies, the order from most to least stable is 1, 2.



## 1
{
  "formula": "C2H7N4O",
  "method": "ωB97M-V/def2-TZVPD",
  "symbols": ["C", "C", "N", "N", "N", "N", "O", "H", "H", "H", "H", "H", "H", "H"],
  "positions_angstrom": [[0.108, -0.904, -0.499], [0.284, -0.232, 0.788], [-0.632, -0.171, -1.322], [-0.657, 0.928, 0.702], [-0.421, 2.050, 1.273], [0.640, -2.049, -0.862], [-1.007, 1.062, -0.838], [0.037, -0.746, 1.638], [1.284, 0.151, 1.049], [-0.824, -0.477, -2.238], [0.347, 2.611, 0.942], [-1.225, 2.634, 1.649], [1.399, -2.494, -0.370], [0.666, -2.361, -1.910]],
  "e_homo_ev": -13.334,
  "multiplicity": 1,
  "charge": 1,
  "smiles": "NN1CC(=[NH2+])NO1"
}



## 2
{
  "formula": "C2H7N4O",
  "method": "ωB97M-V/def2-TZVPD",
  "symbols": ["C", "C", "N", "N", "N", "N", "O", "H", "H", "H", "H", "H", "H", "H"],
  "positions_angstrom": [[0.423, 0.636, -0.027], [-0.659, -1.484, 0.458], [-1.659, 0.363, -0.842], [1.541, 0.275, 0.631], [-0.696, -0.133, -0.016], [0.456, 1.786, -0.741], [-2.580, -0.298, -1.193], [-0.058, -1.672, 1.425], [-1.647, -1.982, 0.667], [-0.216, -2.235, -0.215], [1.902, -0.619, 0.837], [2.313, 0.917, 0.724], [1.245, 2.346, -0.595], [-0.364, 2.100, -1.112]],
  "e_homo_ev": -14.588,
  "multiplicity": 1,
  "charge": 1,
  "smiles": "CN(N=O)C(N)=[NH2+]"
}



If we sort the structures by their calculated energies, the order from most to least stable is 2, 1.